Record 1
The following is a quantum chemistry calculation of an isolated molecule of C2H5NO in a non-equilibrium geometry, from the Open Molecules 2025 dataset.

Geometry as ORCA input:
```
! RIJCOSX wB97M-V def2-TZVPD def2/J DEFGRID3
* xyz 0 1
C 1.357 0.622 -1.217
C -1.085 -0.564 0.975
N -0.209 -0.872 -0.095
O 0.384 0.301 -0.395
H 1.638 1.639 -1.045
H 1.838 0.100 -2.023
H -1.630 0.360 0.743
H -1.766 -1.392 1.302
H -0.527 -0.194 1.755
*
```

Relative energy (zero: lowest compared OMol25 entry of this formula, charge and spin): 5.669 eV
HOMO-LUMO gap (alpha / beta): 8.3 / 9.3 eV
LUMO energy (alpha / beta): 0.432 / 0.606 eV

---

Record 2
The following is a quantum chemistry calculation of a structure of composition C16H23N6O2PtS2, from the Open Molecules 2025 dataset.

Geometry as ORCA input:
```
! RIJCOSX wB97M-V def2-TZVPD def2/J DEFGRID3
* xyz 1 3
Pt 0.044 -0.088 0.239
C 2.753 1.331 -0.267
C 2.014 1.175 -1.594
N 1.318 -0.117 -1.619
C 2.205 -1.288 -1.771
C 1.717 -2.484 -0.977
S 1.300 -2.108 0.747
C 2.813 -1.324 1.391
C 2.565 0.094 1.893
N 1.896 0.942 0.883
H 3.647 0.707 -0.250
H 3.094 2.360 -0.153
H 1.262 1.956 -1.702
H 2.720 1.273 -2.424
H 0.588 -0.152 -2.326
H 2.275 -1.570 -2.824
H 3.210 -1.003 -1.462
H 0.770 -2.842 -1.383
H 2.442 -3.297 -1.005
H 3.175 -1.930 2.220
H 3.576 -1.359 0.615
H 1.909 0.064 2.763
H 3.517 0.531 2.208
H 1.554 1.776 1.346
N -4.933 -6.466 -0.235
C -4.328 -5.290 -0.574
C -5.050 -4.087 -0.558
C -4.441 -2.897 -0.887
C -3.092 -2.880 -1.235
C -2.366 -4.066 -1.262
C -2.975 -5.260 -0.935
S -2.329 -1.365 -1.625
O -1.054 -1.663 -2.251
O -3.270 -0.525 -2.301
N -1.882 -0.657 -0.211
C -2.706 0.134 0.557
N -4.027 0.038 0.541
C -4.679 0.883 1.334
C -4.043 1.809 2.147
C -2.662 1.812 2.109
N -1.984 0.981 1.324
H -5.926 -6.502 -0.100
H -4.457 -7.338 -0.368
H -6.100 -4.100 -0.294
H -5.003 -1.974 -0.881
H -1.329 -4.055 -1.568
H -2.410 -6.183 -0.971
H -5.761 0.812 1.318
H -4.596 2.488 2.778
H -2.079 2.496 2.714
*
```

Relative energy (zero: lowest compared OMol25 entry of this formula, charge and spin): 0.162 eV
⟨S²⟩: 2.01
HOMO-LUMO gap (alpha / beta): 7.7 / 6.0 eV
LUMO energy (alpha / beta): -2.430 / -4.147 eV

---

Record 3
The following is a quantum chemistry calculation of a cluster of 13 separate species, C24H74O18 in total in a non-equilibrium geometry, from the Open Molecules 2025 dataset.

Geometry as ORCA input:
```
! RIJCOSX wB97M-V def2-TZVPD def2/J DEFGRID3
* xyz 0 1
C 0.521 -3.929 -3.067
C -0.552 -3.416 -2.135
O -0.093 -3.254 -0.758
O 1.691 -3.115 -3.199
H 0.081 -3.937 -4.056
H 0.925 -4.881 -2.676
H -1.374 -4.104 -2.187
H -0.905 -2.446 -2.486
H -0.409 -4.008 -0.280
H 2.229 -3.346 -2.441
C 4.282 -4.655 -0.699
C 5.162 -3.364 -0.749
O 4.863 -2.527 0.336
O 2.880 -4.378 -0.989
H 4.458 -5.136 0.266
H 4.677 -5.290 -1.459
H 5.016 -2.955 -1.713
H 6.204 -3.680 -0.692
H 3.895 -2.609 0.648
H 2.409 -4.067 -0.173
C 2.351 4.088 -1.555
C 3.437 4.492 -0.615
O 2.980 5.436 0.304
O 1.489 3.177 -0.843
H 2.800 3.590 -2.395
H 1.745 4.986 -1.838
H 4.312 4.939 -1.122
H 3.819 3.627 -0.107
H 3.318 5.201 1.180
H 1.798 2.288 -1.091
C 4.223 0.454 -1.137
C 4.199 0.692 0.450
O 5.308 0.351 1.171
O 3.003 1.047 -1.680
H 4.154 -0.628 -1.340
H 5.102 0.891 -1.630
H 3.262 0.191 0.785
H 3.946 1.757 0.553
H 5.511 -0.572 0.998
H 2.457 0.319 -2.016
C -1.251 -0.150 0.028
C 0.305 -0.136 0.167
O 0.722 -0.610 1.485
O -1.807 0.879 0.840
H -1.485 -1.142 0.360
H -1.595 -0.147 -1.057
H 0.548 0.947 0.149
H 0.851 -0.726 -0.530
H 0.622 0.109 2.142
H -1.833 1.707 0.375
O 1.336 -0.491 -3.075
H 1.248 -1.433 -3.267
H 1.143 0.035 -3.864
C 3.325 -4.636 2.818
C 1.944 -4.065 2.540
O 2.030 -3.232 1.421
H 4.069 -3.830 3.067
H 3.671 -5.262 1.986
H 3.238 -5.310 3.641
H 1.583 -3.516 3.428
H 1.248 -4.873 2.199
H 1.455 -2.444 1.434
C 1.651 2.933 3.790
C 0.592 2.950 2.679
O -0.171 1.744 2.928
H 2.473 3.666 3.744
H 2.220 2.010 3.700
H 1.179 2.945 4.753
H 1.019 2.924 1.662
H -0.023 3.846 2.836
H -0.855 1.638 2.228
C -2.938 -2.893 2.497
C -2.928 -3.503 1.149
O -2.018 -4.691 1.267
H -3.483 -1.944 2.410
H -1.960 -2.662 2.895
H -3.554 -3.524 3.109
H -2.612 -2.826 0.390
H -3.933 -3.818 0.844
H -1.711 -4.706 2.135
C -0.619 3.694 -4.102
C -0.885 2.214 -3.962
O 0.020 1.456 -4.792
H -1.284 4.300 -4.806
H 0.415 3.906 -4.365
H -0.747 4.233 -3.127
H -1.885 2.096 -4.323
H -0.810 1.846 -2.929
H -0.067 1.682 -5.728
C -5.148 1.851 3.558
C -5.026 1.304 2.134
O -4.247 0.139 1.918
H -5.271 1.191 4.457
H -6.052 2.535 3.552
H -4.295 2.477 3.762
H -4.799 2.125 1.480
H -6.092 1.123 1.861
H -3.394 0.402 1.545
C -3.129 4.310 0.373
C -1.800 4.610 -0.296
O -1.192 3.240 -0.441
H -3.808 5.162 0.362
H -3.018 3.974 1.419
H -3.606 3.462 -0.137
H -1.128 5.213 0.313
H -1.866 5.053 -1.288
H -0.241 3.335 -0.661
C -5.987 0.350 -1.070
C -5.073 -0.831 -0.875
O -5.554 -1.681 0.167
H -6.968 -0.067 -1.005
H -5.802 0.708 -2.073
H -5.818 1.117 -0.323
H -4.030 -0.527 -0.805
H -5.171 -1.565 -1.698
H -5.114 -1.430 1.034
*
```

Relative energy (zero: lowest compared OMol25 entry of this formula, charge and spin): 0.000 eV
HOMO-LUMO gap: 10.0 eV
LUMO energy: 0.526 eV

---

Record 4
The following is a quantum chemistry calculation of a cluster of 2 separate species, C4H10O3 in total in a non-equilibrium geometry, from the Open Molecules 2025 dataset.

Geometry as ORCA input:
```
! RIJCOSX wB97M-V def2-TZVPD def2/J DEFGRID3
* xyz 0 1
C 1.951 0.841 0.652
C 1.517 -0.520 0.131
O 0.251 -0.812 0.664
O 1.512 -0.460 -1.271
H 1.243 1.590 0.310
H 1.971 0.827 1.738
H 2.937 1.083 0.264
H 2.227 -1.302 0.466
H -0.186 -1.619 0.231
H 1.118 -1.261 -1.636
C -2.414 0.553 0.230
C -1.636 -0.193 -0.802
O -1.724 -1.399 -1.003
H -1.715 0.909 0.987
H -2.902 1.415 -0.220
H -3.145 -0.094 0.709
H -1.005 0.441 -1.450
*
```

Relative energy (zero: lowest compared OMol25 entry of this formula, charge and spin): 1.273 eV
SMILES string: CC(O)O.CC=O
HOMO-LUMO gap: 10.8 eV
LUMO energy: 0.808 eV

---

Record 5
The following is a quantum chemistry calculation of a cluster of 5 separate species, H11O5 in total, from the Open Molecules 2025 dataset.

Geometry as ORCA input:
```
! RIJCOSX wB97M-V def2-TZVPD def2/J DEFGRID3
* xyz 1 1
O 2.388 20.286 0.491
H 2.524 19.786 -0.369
H 2.968 21.099 0.544
H 1.399 20.470 0.672
O 3.756 22.505 0.561
H 3.688 22.708 1.505
H 4.265 23.227 0.178
O -0.138 20.714 0.811
H -0.782 20.162 0.350
H -0.632 21.176 1.499
O 3.509 20.888 3.238
H 2.814 20.330 3.602
H 3.957 21.258 4.007
O 2.191 18.928 -1.771
H 2.045 19.655 -2.391
H 1.823 18.149 -2.203
*
```

Relative energy (zero: lowest compared OMol25 entry of this formula, charge and spin): 0.480 eV
HOMO-LUMO gap: 12.1 eV
LUMO energy: -3.110 eV

---

Record 6
The following is a quantum chemistry calculation of a structure of composition C24H20N7O5PPt in a non-equilibrium geometry, from the Open Molecules 2025 dataset.

Geometry as ORCA input:
```
! RIJCOSX wB97M-V def2-TZVPD def2/J DEFGRID3
* xyz 2 1
Pt -0.108 0.163 0.101
C 3.176 2.330 3.893
N 2.298 2.402 2.757
C 1.513 3.454 2.425
C 0.780 3.077 1.330
N 1.130 1.816 1.000
C 2.045 1.408 1.878
P 3.031 -0.138 1.813
C 1.676 -1.353 2.074
N 0.639 -1.556 1.264
C 0.015 -2.678 1.692
C 0.687 -3.164 2.782
N 1.727 -2.325 3.007
C 2.708 -2.440 4.053
C 3.010 -0.331 -0.011
N 1.951 -0.217 -0.814
C 2.365 -0.486 -2.069
C 3.702 -0.783 -2.032
N 4.093 -0.682 -0.739
C 5.415 -0.927 -0.229
H 3.092 3.248 4.471
H 2.899 1.492 4.533
H 4.210 2.208 3.572
H 1.537 4.385 2.956
H 0.063 3.639 0.768
H -0.829 -3.097 1.181
H 0.503 -4.032 3.380
H 2.410 -3.223 4.748
H 3.682 -2.692 3.630
H 2.789 -1.502 4.600
H 1.700 -0.445 -2.909
H 4.369 -1.058 -2.825
H 6.095 -1.118 -1.057
H 5.775 -0.065 0.332
H 5.414 -1.799 0.426
O -4.477 -1.710 4.640
C -3.708 -1.373 3.808
C -3.811 -1.654 2.285
O -4.649 -2.346 1.797
C -2.676 -0.914 1.649
C -1.904 -0.210 2.680
O -0.942 0.524 2.438
C -2.406 -0.573 4.029
O -1.914 -0.377 5.102
O -2.363 -0.918 0.461
N -1.433 1.480 -0.822
C -2.341 2.193 -0.887
C -3.419 3.070 -0.963
C -3.991 3.558 0.225
C -5.064 4.418 0.151
C -5.573 4.802 -1.085
C -4.998 4.331 -2.260
C -3.925 3.465 -2.211
H -3.589 3.254 1.180
H -5.513 4.800 1.055
H -6.421 5.470 -1.133
H -5.391 4.647 -3.212
H -3.472 3.092 -3.116
*
```

HOMO-LUMO gap (alpha / beta): 6.1 / 4.2 eV
LUMO energy (alpha / beta): -8.361 / -9.176 eV

---

Repeat the fifth record exactly.
The following is a quantum chemistry calculation of a cluster of 5 separate species, H11O5 in total, from the Open Molecules 2025 dataset.

Geometry as ORCA input:
```
! RIJCOSX wB97M-V def2-TZVPD def2/J DEFGRID3
* xyz 1 1
O 2.388 20.286 0.491
H 2.524 19.786 -0.369
H 2.968 21.099 0.544
H 1.399 20.470 0.672
O 3.756 22.505 0.561
H 3.688 22.708 1.505
H 4.265 23.227 0.178
O -0.138 20.714 0.811
H -0.782 20.162 0.350
H -0.632 21.176 1.499
O 3.509 20.888 3.238
H 2.814 20.330 3.602
H 3.957 21.258 4.007
O 2.191 18.928 -1.771
H 2.045 19.655 -2.391
H 1.823 18.149 -2.203
*
```

Relative energy (zero: lowest compared OMol25 entry of this formula, charge and spin): 0.480 eV
HOMO-LUMO gap: 12.1 eV
LUMO energy: -3.110 eV